A structure of composition C36H52N12O12P in a non-equilibrium geometry, computed with wB97M-V/def2-TZVPD.

```
113
Properties=species:S:1:pos:R:3
P -0.03635 -0.08370 0.10893
O -1.37735 -0.69570 -0.03607
O 0.01865 0.90430 -0.99207
O 0.88765 -1.22670 -0.10907
O 0.13965 0.76530 1.24893
N -0.61535 2.82530 2.37993
C 0.43965 3.61330 2.65393
C -0.19135 4.76030 3.59793
C -1.58535 4.47230 3.76293
C -1.89735 3.15330 2.98593
H -0.41935 1.97930 1.75093
H 1.48665 3.52830 2.19293
H 0.56565 5.23830 3.96393
H -2.41335 5.20330 4.11693
H -2.71735 2.83230 3.02193
N 1.38165 1.09230 -2.92607
C 1.92465 -0.11970 -3.55807
C 3.00865 0.31130 -4.41307
C 2.96265 1.73930 -4.61707
C 1.91465 2.17430 -3.58707
H 0.59665 1.06130 -1.99207
H 1.49565 -1.09570 -3.23307
H 3.52265 -0.41870 -5.02007
H 3.51165 2.56830 -5.29107
H 1.64665 3.12030 -3.20707
N 0.37265 -3.22470 1.45693
C 0.68065 -2.93770 2.83693
C 0.39265 -4.24070 3.51693
C -0.11035 -5.24470 2.48493
C -0.05235 -4.51670 1.22593
H 0.74565 -2.44370 0.73893
H 1.12865 -1.95570 3.02593
H 0.49665 -4.35670 4.63193
H -0.39635 -6.27070 2.68193
H -0.40935 -4.85370 0.22593
N -0.75935 3.13030 -1.81507
C -0.56535 4.27230 -1.19507
C -0.83935 5.36530 -2.20007
C -1.32935 4.59730 -3.42107
C -1.22735 3.16330 -3.13107
H -0.41835 2.27530 -1.38807
H -0.33435 4.37130 -0.17707
H -0.86135 6.42630 -2.07907
H -1.55235 5.07730 -4.40207
H -1.57735 2.41230 -3.65007
N -3.50335 -1.83170 -0.21507
C -4.49035 -1.36470 0.58193
C -5.82435 -1.93170 0.27993
C -5.41635 -2.95870 -0.79507
C -3.98035 -2.90970 -0.99207
H -2.56635 -1.15570 -0.21907
H -4.19735 -0.53770 1.31693
H -6.86635 -1.76170 0.46593
H -6.20735 -3.63670 -1.17507
H -3.33035 -3.22670 -1.68807
N 1.86865 0.51130 3.02793
C 1.67965 0.86930 4.32293
C 2.93265 0.69730 5.05693
C 3.86665 0.00530 4.13193
C 3.16265 -0.08770 2.77193
H 1.24665 0.57030 2.26293
H 0.82665 1.28130 4.86093
H 3.08365 0.77630 6.05293
H 4.86465 -0.36370 4.16093
H 3.55965 -0.41470 1.74793
N 0.73265 -3.02970 -1.73307
C 1.76865 -3.78770 -2.44907
C 1.05165 -4.85070 -3.23207
C -0.35335 -4.67870 -2.93007
C -0.59635 -3.46770 -2.00307
H 0.86665 -2.23270 -0.85607
H 2.79565 -3.30870 -2.45807
H 1.51365 -5.44970 -3.81807
H -1.13335 -5.46770 -3.39107
H -1.55335 -3.04970 -1.58807
N 3.27465 -1.63270 -0.26507
C 3.82065 -2.65070 0.48993
C 5.29865 -2.74970 0.20193
C 5.53165 -1.70470 -0.94207
C 4.15665 -1.01270 -1.15007
H 2.09865 -1.40570 -0.13407
H 3.13565 -3.34670 1.11393
H 6.25265 -3.47670 0.50393
H 6.38465 -1.34570 -1.47907
H 3.64665 -0.24370 -1.79507
C -3.09735 2.06430 0.01593
N -4.54935 1.95730 0.28893
O -5.37035 2.07830 -0.68107
O -5.01435 1.93130 1.42793
H -2.92735 3.09930 -0.26107
H -2.97435 1.36130 -0.86607
H -2.49235 1.48030 0.74093
C -1.75735 -0.59170 -3.12607
N -2.55335 -0.43270 -4.28907
O -2.78535 -1.49670 -4.85007
O -2.61735 0.64230 -4.88207
H -0.83335 -1.03870 -3.13107
H -2.52035 -1.07770 -2.47207
H -1.49935 0.41030 -2.81307
C 2.61965 2.31730 0.13693
N 3.46865 3.47230 -0.12407
O 3.46665 4.36630 0.75693
O 4.00965 3.58230 -1.17707
H 2.62365 1.57630 -0.71807
H 1.49665 2.41030 0.05993
H 2.89565 1.78730 1.16193
C -1.88435 -0.45970 3.03993
N -2.97135 -0.26070 4.10293
O -4.12335 -0.10470 3.70893
O -2.56135 0.09330 5.15193
H -2.28035 -1.43870 2.45393
H -1.04935 -0.59170 3.57993
H -1.75535 0.47630 2.54993
```

Properties
Orbital gap in eV: 6.90
Charge: -3
Highest occupied orbital energy in eV: -0.777

Atomic partial charges in e from the Löwdin method, atoms 1 to 99:
1 P 0.01
2 O -0.24
3 O -0.25
4 O -0.23
5 O -0.27
6 N -0.02
7 C -0.08
8 C -0.09
9 C -0.10
10 C -0.03
11 H 0.04
12 H 0.10
13 H -0.03
14 H 0.09
15 H -0.06
16 N -0.03
17 C -0.13
18 C -0.19
19 C -0.12
20 C -0.16
21 H -0.01
22 H 0.08
23 H 0.06
24 H 0.09
25 H 0.06
26 N -0.02
27 C -0.09
28 C -0.12
29 C -0.11
30 C -0.15
31 H 0.09
32 H 0.08
33 H 0.06
34 H 0.05
35 H 0.09
36 N -0.03
37 C -0.14
38 C -0.06
39 C -0.09
40 C -0.08
41 H 0.04
42 H 0.08
43 H 0.03
44 H 0.07
45 H 0.02
46 N -0.03
47 C -0.18
48 C -0.07
49 C -0.12
50 C -0.14
51 H 0.03
52 H 0.08
53 H 0.04
54 H 0.05
55 H 0.02
56 N -0.02
57 C -0.14
58 C -0.10
59 C -0.08
60 C -0.07
61 H 0.00
62 H 0.10
63 H 0.01
64 H 0.04
65 H 0.10
66 N -0.04
67 C -0.08
68 C -0.13
69 C -0.13
70 C -0.11
71 H 0.03
72 H 0.09
73 H -0.02
74 H 0.09
75 H 0.07
76 N -0.09
77 C -0.20
78 C -0.13
79 C -0.10
80 C -0.12
81 H 0.04
82 H 0.11
83 H 0.09
84 H 0.02
85 H 0.08
86 C 0.04
87 N -0.39
88 O -0.01
89 O 0.03
90 H 0.10
91 H 0.11
92 H 0.08
93 C 0.02
94 N -0.41
95 O 0.05
96 O 0.05
97 H 0.06
98 H 0.11
99 H 0.07



A cluster of 9 separate species, C36H52N2O14 in total in a non-equilibrium geometry, computed with wB97M-V/def2-TZVPD.

```
104
Properties=species:S:1:pos:R:3
C 4.30918 -1.98355 1.78960
C 4.02014 -3.33412 2.11958
C 5.17379 -3.90139 2.59453
N 6.15945 -2.95674 2.55649
C 5.64282 -1.79126 2.06176
H 3.62326 -1.27999 1.35011
H 3.02005 -3.73185 2.07117
H 5.40097 -4.83783 3.07888
H 7.12431 -3.01468 2.81456
H 6.28927 -0.94355 1.89192
C -1.54802 0.13397 -0.01988
C -1.63779 -0.55970 1.22239
C -0.37413 -0.63907 1.73611
N 0.48999 -0.00575 0.87751
C -0.23103 0.51566 -0.16057
H -2.37046 0.32872 -0.68730
H -2.51065 -0.99428 1.68169
H -0.02186 -1.16516 2.60906
H 1.47179 0.09028 1.08495
H 0.32475 1.04065 -0.92059
O -6.91957 -1.30456 -3.38924
C -6.33788 -1.22070 -2.35028
C -5.27857 -2.14702 -1.75661
C -5.23946 -1.68516 -0.26813
C -5.83107 -0.28495 -0.31005
O -6.58525 -0.19344 -1.52257
H -5.61349 -3.17187 -1.87764
H -4.32038 -2.01909 -2.25182
H -5.73711 -2.41992 0.36512
H -4.19156 -1.69989 0.03193
H -6.40056 0.06572 0.54165
H -4.97175 0.37923 -0.44603
O -2.94668 -0.77550 -4.93383
C -2.15161 0.10085 -4.87724
C -1.28178 0.54218 -3.71319
C -0.19630 1.44248 -4.37956
C -1.14999 2.05550 -5.42604
O -1.88960 0.93582 -5.90609
H -1.93943 1.08741 -3.03526
H -0.80587 -0.30394 -3.22173
H 0.07045 2.18851 -3.62605
H 0.68720 0.89394 -4.68139
H -1.78167 2.84424 -5.01311
H -0.66996 2.46985 -6.31318
O 3.08989 0.92099 0.40120
C 4.03126 1.66237 0.42707
C 5.40786 1.48028 -0.22007
C 6.27840 2.29119 0.70888
C 5.34170 3.41239 1.13992
O 4.05218 2.76682 1.18494
H 5.60967 0.41844 -0.32897
H 5.39707 1.95476 -1.20616
H 6.58819 1.69043 1.56516
H 7.17308 2.67304 0.21600
H 5.63346 3.75926 2.12866
H 5.20522 4.24619 0.44953
O -1.18205 4.13307 3.45266
C -0.68010 4.38390 2.40262
C 0.18943 3.49648 1.55728
C 0.04476 4.14586 0.19217
C -0.24566 5.60709 0.51117
O -0.82753 5.58226 1.81201
H 1.19031 3.46430 1.99477
H -0.15465 2.46344 1.56259
H 0.95712 3.95724 -0.37983
H -0.77332 3.68192 -0.35985
H 0.62969 6.24982 0.39934
H -0.99324 5.99194 -0.18457
O -4.62827 1.38110 1.99503
C -4.26065 1.80256 3.04796
C -3.08115 1.38811 3.89352
C -3.58075 1.73532 5.29786
C -4.40418 2.97490 5.00631
O -4.98057 2.72479 3.71821
H -2.82300 0.33196 3.83363
H -2.17795 1.91016 3.57511
H -4.15939 0.94115 5.76651
H -2.76037 1.98712 5.97340
H -5.17116 3.20730 5.74420
H -3.77258 3.86580 4.96435
O 1.54585 -3.26058 -4.82243
C 2.05994 -2.58936 -3.98819
C 3.06581 -3.01668 -2.93378
C 2.82901 -2.00186 -1.82710
C 2.24917 -0.79686 -2.58281
O 1.75039 -1.28543 -3.83888
H 2.91724 -4.06274 -2.67966
H 4.05103 -2.98808 -3.41067
H 2.04323 -2.44405 -1.21161
H 3.71243 -1.74088 -1.25200
H 1.39359 -0.40930 -2.03453
H 2.99587 -0.02825 -2.78856
O -2.74734 -3.97538 -1.75945
C -1.94817 -4.08080 -0.89533
C -0.44487 -4.06072 -1.07406
C 0.09300 -3.80254 0.34178
C -1.11182 -4.22338 1.19926
O -2.29126 -4.14427 0.40732
H -0.05338 -5.02678 -1.38515
H -0.30433 -3.27460 -1.81283
H 0.96771 -4.40938 0.56065
H 0.32843 -2.74922 0.49264
H -0.95936 -5.28019 1.46810
H -1.17886 -3.78241 2.19311
```

Properties
Orbital gap in eV: 8.52
Highest occupied orbital energy in eV: -8.684
SMILES string: c1cc[nH]c1.c1cc[nH]c1.O=C1CCCO1.O=C1CCCO1.O=C1CCCO1.O=C1CCCO1.O=C1CCCO1.O=C1CCCO1.O=C1CCCO1

Atomic partial charges in e from the Löwdin method, atoms 1 to 99:
1 C -0.11
2 C -0.10
3 C -0.13
4 N 0.01
5 C -0.14
6 H 0.06
7 H 0.08
8 H 0.11
9 H 0.14
10 H 0.09
11 C -0.07
12 C -0.11
13 C -0.15
14 N 0.02
15 C -0.17
16 H 0.09
17 H 0.10
18 H 0.11
19 H 0.10
20 H 0.10
21 O 0.12
22 C -0.49
23 C -0.06
24 C -0.14
25 C -0.16
26 O 0.03
27 H 0.12
28 H 0.11
29 H 0.11
30 H 0.08
31 H 0.12
32 H 0.11
33 O 0.15
34 C -0.49
35 C -0.08
36 C -0.12
37 C -0.16
38 O 0.03
39 H 0.12
40 H 0.10
41 H 0.10
42 H 0.10
43 H 0.13
44 H 0.12
45 O 0.09
46 C -0.46
47 C -0.07
48 C -0.15
49 C -0.13
50 O 0.03
51 H 0.12
52 H 0.13
53 H 0.12
54 H 0.12
55 H 0.13
56 H 0.13
57 O 0.12
58 C -0.49
59 C -0.07
60 C -0.15
61 C -0.15
62 O 0.04
63 H 0.13
64 H 0.10
65 H 0.11
66 H 0.12
67 H 0.12
68 H 0.13
69 O 0.12
70 C -0.48
71 C -0.08
72 C -0.15
73 C -0.16
74 O 0.04
75 H 0.11
76 H 0.11
77 H 0.12
78 H 0.12
79 H 0.12
80 H 0.12
81 O 0.14
82 C -0.50
83 C -0.07
84 C -0.13
85 C -0.14
86 O 0.01
87 H 0.12
88 H 0.13
89 H 0.10
90 H 0.10
91 H 0.09
92 H 0.13
93 O 0.15
94 C -0.49
95 C -0.06
96 C -0.15
97 C -0.17
98 O 0.04
99 H 0.13



no.,electronic energy (Ha)
1,-3303.42091
2,-2565.87906